Entry 1:
Entry from OMol25: C26H46N2O8P3Re as an isolated structure (wB97M-V/def2-TZVPD).

Its HOMO energy (alpha / beta) is -17.34 / -17.34 eV. As for the charge: +3. Its multiplicity is 2. Its expectation value of S² is 0.756. Its energy above the lowest of the compared OMol25 structures with the same formula, charge and spin is 0.4999 eV. For the LUMO energy (alpha / beta), the calculation gives -10.61 / -10.57 eV.

Cartesian coordinates (Å):
Re  1.457  -0.379  0.201
C  4.921  -2.986  1.442
C  3.799  -2.118  0.906
O  4.208  -0.809  0.491
P  3.154  -2.664  -0.734
O  2.447  -4.030  -0.641
O  4.320  -2.867  -1.727
O  2.217  -1.473  -1.183
P  2.285  -1.918  2.009
O  2.304  -2.794  3.273
O  1.106  -2.306  1.120
O  2.088  -0.334  2.042
H  5.739  -3.041  0.723
H  4.569  -3.997  1.654
H  5.310  -2.566  2.372
H  4.836  -0.418  1.118
H  2.803  -4.785  -1.150
H  4.739  -2.127  -2.204
H  2.860  -2.653  4.063
C  -3.120  -4.036  -1.006
C  -2.028  -3.604  -2.003
C  -1.037  -2.618  -1.365
C  -1.828  -1.670  -0.442
C  -2.302  -2.464  0.799
C  -2.615  -3.924  0.429
P  -0.932  -0.140  -0.060
C  -1.073  1.045  -1.440
C  -2.548  1.364  -1.864
C  -2.736  1.265  -3.377
C  -1.686  2.076  -4.134
C  -0.243  1.719  -3.695
C  -0.249  0.597  -2.659
C  -1.386  0.685  1.523
C  -1.179  -0.071  2.844
C  -1.144  0.964  3.981
C  -2.130  2.117  3.724
C  -3.307  1.628  2.890
C  -2.854  1.203  1.477
H  -3.431  -5.057  -1.218
H  -4.013  -3.417  -1.127
H  -2.485  -3.134  -2.877
H  -1.477  -4.471  -2.370
H  -0.478  -2.100  -2.144
H  -0.312  -3.151  -0.746
H  -2.699  -1.300  -0.998
H  -3.193  -1.984  1.210
H  -1.535  -2.444  1.574
H  -3.355  -4.311  1.129
H  -1.723  -4.542  0.555
H  -0.609  1.956  -1.047
H  -2.773  2.382  -1.540
H  -3.270  0.721  -1.362
H  -3.734  1.631  -3.618
H  -2.719  0.220  -3.695
H  -1.871  3.139  -3.973
H  -1.799  1.903  -5.203
H  0.252  2.594  -3.262
H  0.356  1.416  -4.553
H  0.782  0.335  -2.378
H  -0.680  -0.305  -3.092
H  -0.735  1.570  1.533
H  -0.279  -0.686  2.856
H  -2.014  -0.754  2.987
H  -0.128  1.352  4.100
H  -1.394  0.459  4.914
H  -1.637  2.947  3.208
H  -2.482  2.523  4.671
H  -4.061  2.407  2.786
H  -3.796  0.793  3.395
H  -2.922  2.049  0.795
H  -3.514  0.420  1.097
N  1.492  5.012  2.169
C  1.598  5.124  0.824
O  1.294  6.097  0.181
C  2.075  3.902  0.061
C  2.779  4.115  -1.123
C  3.148  3.031  -1.900
C  2.762  1.765  -1.509
N  2.031  1.556  -0.396
C  1.723  2.613  0.390
H  1.215  5.844  2.671
H  1.999  4.316  2.686
H  3.011  5.132  -1.414
H  3.709  3.159  -2.816
H  2.995  0.896  -2.108
H  1.138  2.406  1.280

=====

Entry 2:
Entry from OMol25: C26H46O2P2Ru as an isolated structure (wB97M-V/def2-TZVPD).

Its HOMO energy (alpha / beta) is -13.44 / -13.44 eV. As for the charge: +2. Its multiplicity is 5. Its expectation value of S² is 6.016. Its energy above the lowest of the compared OMol25 structures with the same formula, charge and spin is 2.1021 eV. For the LUMO energy (alpha / beta), the calculation gives -6.23 / -7.65 eV.

Cartesian coordinates (Å):
Ru  -0.906  -0.649  -2.601
C  -0.430  -2.507  2.756
C  0.925  -2.589  2.317
C  0.810  -0.960  3.936
C  -0.497  -1.487  3.749
C  1.690  -1.648  3.050
C  -1.576  -3.248  2.193
H  -1.250  -3.867  1.351
H  -2.338  -2.542  1.830
H  -2.053  -3.903  2.935
C  -1.727  -1.056  4.444
H  -2.567  -0.958  3.735
H  -1.580  -0.083  4.935
H  -2.012  -1.794  5.213
C  1.170  0.123  4.882
H  1.334  -0.264  5.906
H  0.371  0.883  4.942
H  2.094  0.632  4.566
C  3.137  -1.393  2.875
H  3.745  -2.130  3.420
H  3.405  -0.395  3.244
H  3.423  -1.453  1.816
C  1.445  -3.479  1.256
H  2.062  -4.283  1.697
H  2.087  -2.929  0.543
H  0.630  -3.938  0.681
C  -1.912  0.325  -3.965
C  -2.014  -1.123  -4.177
C  -1.152  -1.860  -5.158
C  0.373  -1.842  -4.852
C  0.754  -1.197  -3.525
C  0.806  0.227  -3.297
C  0.474  1.251  -4.355
C  -1.038  1.298  -4.735
H  -1.388  -1.529  -6.163
H  0.912  -1.369  -5.682
H  -1.503  -2.894  -5.127
H  -1.184  1.125  -5.821
H  -2.794  0.716  -3.459
H  -2.997  -1.561  -3.951
H  -1.447  2.313  -4.539
H  0.728  2.259  -3.991
H  1.482  0.562  -2.486
H  1.104  1.147  -5.260
H  0.718  -2.882  -4.785
H  1.318  -1.811  -2.770
P  -1.504  1.489  -0.726
P  1.857  1.864  0.701
C  -0.456  3.011  -0.924
C  1.065  3.049  -0.514
H  -1.011  3.785  -0.378
H  -0.517  3.293  -1.990
H  1.663  2.968  -1.447
H  1.228  4.041  -0.048
C  2.600  2.957  1.976
H  3.177  2.316  2.667
H  1.742  3.385  2.527
H  3.233  3.761  1.572
C  3.276  1.293  -0.330
H  3.737  2.070  -0.962
H  2.887  0.492  -0.990
H  4.037  0.854  0.333
C  -3.345  1.894  -0.746
H  -3.913  0.965  -0.549
H  -3.613  2.301  -1.740
H  -3.571  2.634  0.037
C  -0.929  -2.078  -1.126
H  -0.339  -1.891  -0.212
H  -0.544  -2.974  -1.655
H  -2.000  -2.171  -0.890
C  -1.619  2.448  3.105
O  -1.134  2.263  1.748
C  -1.548  1.131  1.113
O  -1.924  0.100  1.652
H  -0.750  2.439  3.762
H  -2.306  1.646  3.370
H  -2.113  3.425  3.097

=====

Entry 3:
Entry from OMol25: C26H46O2P2Sm as an isolated structure (wB97M-V/def2-TZVPD).

Its HOMO energy (alpha / beta) is -8.34 / -8.39 eV. As for the charge: +1. Its multiplicity is 6. Its expectation value of S² is 8.783. Its energy above the lowest of the compared OMol25 structures with the same formula, charge and spin is 8.7308 eV. For the LUMO energy (alpha / beta), the calculation gives -3.34 / -3.18 eV.

Cartesian coordinates (Å):
Sm  -0.096  0.030  0.463
C  -0.834  -2.265  2.645
C  0.530  -2.378  2.182
C  0.503  -1.011  4.037
C  -0.836  -1.429  3.790
C  1.339  -1.570  3.037
C  -1.964  -3.137  2.216
H  -1.780  -3.608  1.231
H  -2.921  -2.589  2.167
H  -2.081  -3.955  2.953
C  -2.007  -1.106  4.626
H  -2.799  -1.848  4.487
H  -2.419  -0.111  4.398
H  -1.718  -1.105  5.687
C  0.926  -0.097  5.111
H  0.457  -0.336  6.080
H  0.661  0.949  4.877
H  2.010  -0.143  5.253
C  2.798  -1.361  2.910
H  3.337  -1.882  3.716
H  3.039  -0.292  2.981
H  3.150  -1.763  1.959
C  1.060  -3.419  1.264
H  1.377  -4.301  1.851
H  1.959  -3.072  0.727
H  0.320  -3.776  0.539
C  -1.831  0.927  -3.866
C  -1.851  -0.424  -3.753
C  -1.064  -1.333  -4.718
C  0.446  -1.038  -4.843
C  1.035  -0.391  -3.620
C  1.171  0.939  -3.460
C  0.499  2.004  -4.295
C  -0.967  1.687  -4.790
H  -1.560  -1.259  -5.707
H  0.606  -0.396  -5.721
H  -1.192  -2.384  -4.392
H  -0.877  1.185  -5.756
H  -2.546  1.522  -3.311
H  -2.649  -0.998  -3.242
H  -1.438  2.668  -4.952
H  0.501  2.966  -3.756
H  1.966  1.321  -2.828
H  1.137  2.158  -5.185
H  0.978  -1.991  -5.006
H  1.480  -1.093  -2.903
P  -2.076  -0.248  -1.198
P  2.162  1.335  0.181
C  -0.767  1.315  -1.364
C  0.482  2.027  -0.638
H  -1.457  2.131  -1.565
H  -0.358  0.958  -2.306
H  0.929  2.507  -1.492
H  0.094  2.818  0.017
C  2.881  2.729  0.962
H  3.769  2.364  1.477
H  2.192  3.162  1.696
H  3.133  3.455  0.189
C  3.214  0.579  -1.032
H  3.692  1.357  -1.619
H  2.702  -0.116  -1.701
H  3.969  -0.006  -0.502
C  -3.818  0.063  -1.383
H  -4.323  -0.862  -1.018
H  -4.077  0.277  -2.424
H  -4.117  0.887  -0.710
C  -0.954  -1.668  -1.505
H  -0.192  -1.973  -0.736
H  -0.410  -1.508  -2.451
H  -1.646  -2.521  -1.655
C  -0.059  3.491  4.328
O  -1.051  2.842  3.341
C  -0.652  1.986  2.450
O  -1.510  1.191  1.914
H  -0.359  4.537  4.425
H  0.956  3.419  3.956
H  -0.204  2.975  5.280